53
Properties=species:S:1:pos:R:3 method="wB97M-V/def2-TZVPD" charge=-1 lumo_ev=2.756 gap_ha=0.2785
C 5.285 -3.088 0.627
C 4.686 -1.735 -0.142
O 4.579 -0.627 0.850
P 3.634 0.690 0.123
O 3.900 2.027 0.974
C 1.808 0.132 0.155
C 0.741 1.269 -0.418
Al -0.798 1.390 0.977
C -1.214 -0.445 1.866
C -0.686 -0.390 3.449
C -2.462 2.375 0.293
C -3.343 1.549 -0.828
O -3.395 0.094 -0.618
Si -5.039 -0.504 -0.453
C -4.945 -2.425 -0.852
C -6.305 0.227 -1.708
C -5.710 -0.427 1.392
O 4.296 0.879 -1.501
C 5.729 1.278 -1.384
C 6.433 1.332 -2.876
H 5.937 -3.740 -0.094
H 5.965 -2.675 1.510
H 4.359 -3.681 1.062
H 3.651 -1.974 -0.643
H 5.451 -1.494 -1.013
H 1.643 -0.913 -0.398
H 1.522 -0.009 1.304
H 0.357 1.048 -1.502
H 1.314 2.301 -0.341
H -0.202 2.298 2.171
H -2.394 -0.573 1.813
H -0.690 -1.343 1.293
H -0.431 -1.477 3.871
H -1.438 0.181 4.148
H 0.314 0.261 3.456
H -3.218 2.704 1.134
H -2.086 3.370 -0.250
H -2.791 1.729 -1.870
H -4.384 2.080 -0.897
H -4.916 -2.504 -2.031
H -5.936 -2.889 -0.385
H -3.979 -2.856 -0.340
H -7.356 -0.279 -1.571
H -6.456 1.381 -1.520
H -5.934 0.066 -2.824
H -6.132 0.626 1.678
H -6.551 -1.273 1.428
H -4.854 -0.812 2.106
H 6.353 0.524 -0.724
H 5.778 2.354 -0.870
H 7.224 0.460 -2.898
H 7.017 2.342 -2.979
H 5.672 1.165 -3.751


55
Properties=species:S:1:pos:R:3 method="wB97M-V/def2-TZVPD" multiplicity=4 charge=+3 lumo_ev="-12.001 / -11.988" s_squared=3.79 gap_ha="0.2334 / 0.2576"
C 1.594 3.075 -4.353
C 0.601 2.007 -4.050
H 2.264 3.111 -3.418
H 1.013 3.953 -4.709
H 2.116 2.819 -5.295
O 0.514 1.489 -2.914
Cl -0.213 1.440 -5.398
Re -0.154 0.253 -0.541
P -1.801 1.918 -0.769
C -1.498 3.152 0.578
C -2.014 3.139 -2.169
H -2.880 3.802 -1.971
H -4.232 2.363 -0.585
H -2.229 2.605 -3.110
H -3.854 0.834 -1.437
H -0.421 3.393 0.564
H -1.104 3.757 -2.275
C -3.587 1.471 -0.588
H -2.085 4.072 0.399
H -3.725 0.900 0.338
H -1.762 2.702 1.551
P 1.158 -1.381 -1.574
C 2.608 -1.797 -0.554
C 0.393 -3.003 -1.988
H 1.403 -1.050 -4.034
H 2.753 -1.979 -3.367
H 2.698 -0.217 -3.098
C 2.081 -1.125 -3.172
H -0.347 -2.854 -2.785
H 1.143 -3.726 -2.327
H 3.347 -2.351 -1.148
H 2.297 -2.391 0.312
H -0.122 -3.387 -1.102
H 3.064 -0.861 -0.211
Cl -1.877 -1.062 -1.415
C -2.205 -1.383 2.235
N -1.012 -1.525 3.093
C -1.293 -1.455 4.504
C 0.160 -0.957 2.723
S 0.236 0.446 1.614
N 1.354 -1.176 3.263
C 1.558 -2.245 4.208
C 2.508 -0.374 2.818
H -2.947 -2.099 2.616
H -1.970 -1.613 1.178
H -2.632 -0.365 2.351
H -0.753 -2.231 5.051
H -1.063 -0.457 4.908
H -2.356 -1.626 4.625
H 2.585 -2.575 4.073
H 1.439 -1.869 5.227
H 0.845 -3.031 3.986
H 2.883 -0.749 1.852
H 2.239 0.698 2.717
H 3.281 -0.488 3.573


64
Properties=species:S:1:pos:R:3 method="wB97M-V/def2-TZVPD" charge=+2 lumo_ev=-9.764 gap_ha=0.0568
C -2.464 1.585 -2.962
C -1.683 1.855 -1.543
O -1.390 0.535 -0.951
B -0.578 0.645 0.279
O 0.173 -0.594 0.686
C -0.467 2.015 1.226
C 0.790 3.009 0.751
N 0.531 4.339 1.437
C 0.603 4.232 2.944
C -0.152 2.930 3.590
N -0.235 1.717 2.691
H -1.805 1.861 -3.894
H -3.447 2.256 -3.014
H -2.697 0.434 -3.033
H -0.711 2.478 -1.753
H -2.397 2.531 -0.878
H -0.470 -1.228 1.144
H -1.466 2.657 1.147
H 0.905 3.073 -0.414
H 1.771 2.491 1.178
H -0.358 4.789 1.112
H 1.726 4.368 3.270
H 0.034 5.191 3.370
H -1.232 3.158 4.027
H 0.498 2.599 4.535
H 0.585 1.063 2.873
H -1.086 1.166 3.018
O -2.213 -4.658 -1.432
C -1.881 -3.629 -0.639
C -1.865 -2.279 -1.500
O -1.520 -1.252 -0.710
H -0.895 -3.677 -0.143
H -2.543 -3.425 0.220
H -2.855 -2.226 -1.986
H -1.213 -2.485 -2.367
Li 1.992 2.407 3.818
C -1.400 4.702 -4.904
Cl -0.682 3.467 -5.945
Cl -0.780 4.580 -3.252
H -1.156 5.690 -5.303
H -2.484 4.568 -4.888
Cl -3.110 -2.394 1.351
Be 1.217 3.125 -4.527
O 1.287 6.422 -5.092
H 1.265 5.532 -4.710
H 0.887 6.980 -4.408
Br 3.208 5.637 -5.113
C 3.028 -7.156 3.074
C 1.836 -6.380 3.605
O 1.723 -5.066 3.058
C 1.566 -4.982 1.644
C 0.323 -5.685 1.128
H 3.958 -6.610 3.268
H 3.090 -8.137 3.556
H 2.963 -7.317 1.996
H 1.948 -6.258 4.687
H 0.902 -6.934 3.453
H 2.466 -5.346 1.141
H 1.491 -3.914 1.402
H 0.349 -6.759 1.331
H 0.230 -5.552 0.045
H -0.574 -5.283 1.610
F 2.438 0.020 2.613
Al 2.026 3.119 -6.918


52
Properties=species:S:1:pos:R:3 method="wB97M-V/def2-TZVPD" lumo_ev=-0.376 gap_ha=0.2363
N 3.798 -3.759 1.864
C 3.258 -2.350 1.946
C 1.800 -2.111 1.241
C 1.163 -3.403 0.471
C 0.713 -4.656 1.414
B -0.029 -4.273 2.823
P -1.586 -3.174 2.671
O -1.486 -1.998 1.620
H 4.813 -3.683 2.154
H 3.268 -4.294 2.614
H 3.178 -1.945 3.060
H 4.074 -1.653 1.423
H 1.086 -1.601 2.035
H 1.969 -1.275 0.405
H 0.251 -3.079 -0.228
H 1.985 -3.824 -0.286
H 1.597 -5.413 1.675
H -0.057 -5.306 0.777
H 0.757 -3.755 3.544
H -0.364 -5.291 3.356
H -2.756 -3.954 2.357
H -1.749 -2.522 3.979
C -0.380 3.747 -4.149
C -1.171 4.294 -2.956
C -0.478 4.196 -1.587
N -0.549 2.806 -0.865
C -0.385 1.661 -1.859
C -0.615 0.292 -1.261
C -1.997 0.224 -0.638
C -2.114 1.284 0.447
C -1.890 2.688 -0.110
C 0.608 2.812 0.148
H -0.342 2.658 -4.207
H -0.856 4.070 -5.084
H 0.648 4.119 -4.146
H -2.175 3.863 -2.929
H -1.309 5.367 -3.155
H -0.925 4.914 -0.893
H 0.582 4.454 -1.695
H -1.164 1.790 -2.611
H 0.610 1.749 -2.310
H -0.541 -0.461 -2.056
H 0.157 0.042 -0.520
H -2.179 -0.775 -0.221
H -2.766 0.395 -1.406
H -1.397 1.066 1.249
H -3.110 1.231 0.902
H -1.886 3.430 0.692
H -2.683 2.944 -0.822
H 0.460 3.653 0.831
H 1.547 2.931 -0.401
H 0.617 1.873 0.702


70
Properties=species:S:1:pos:R:3 method="wB97M-V/def2-TZVPD" charge=+2 lumo_ev=-13.081 gap_ha=0.0741
Hf 14.883 -23.366 23.276
P 11.315 -21.023 19.849
F 10.600 -20.239 21.099
F 11.889 -19.612 19.264
F 12.708 -21.159 20.687
F 11.973 -21.736 18.510
F 11.006 -22.430 20.655
F 9.914 -20.977 19.057
C 18.311 -28.955 24.385
F 18.595 -30.291 24.239
F 17.633 -28.825 25.526
F 19.402 -28.257 24.540
S 17.289 -28.348 22.865
O 18.190 -28.387 21.714
O 16.057 -29.119 22.747
O 16.965 -26.932 23.205
C 15.528 -26.504 17.773
C 15.953 -25.145 18.312
C 16.154 -24.177 17.112
O 16.250 -22.860 17.634
C 16.597 -21.941 16.572
N 14.895 -24.614 19.225
H 14.574 -26.387 17.259
H 15.342 -27.227 18.567
H 16.272 -26.933 17.102
H 16.882 -25.137 18.883
H 15.343 -24.104 16.388
H 17.067 -24.450 16.582
H 15.881 -21.974 15.750
H 17.597 -21.977 16.140
H 16.534 -21.012 17.139
H 14.256 -25.396 19.248
H 14.425 -24.176 18.446
C 19.990 -21.461 21.187
C 19.099 -22.403 22.016
C 19.462 -22.390 23.481
O 18.418 -23.112 24.243
C 19.009 -23.656 25.389
N 17.753 -21.886 21.844
H 20.950 -21.977 21.169
H 20.165 -20.471 21.609
H 19.736 -21.395 20.129
H 19.094 -23.393 21.560
H 19.546 -21.382 23.887
H 20.477 -22.755 23.638
H 19.860 -24.281 25.117
H 18.284 -24.310 25.875
H 19.322 -22.796 25.980
H 17.627 -21.945 20.844
H 17.819 -20.885 21.959
C 13.344 -26.408 26.300
C 12.181 -26.521 25.320
O 12.568 -26.016 24.073
O 13.976 -25.091 26.141
H 14.054 -27.228 26.194
H 12.974 -26.501 27.321
H 11.377 -25.875 25.671
H 11.825 -27.537 25.152
H 12.111 -26.529 23.402
H 14.260 -24.923 27.042
C 12.486 -20.477 25.919
C 13.841 -20.313 26.603
O 14.939 -20.735 25.782
O 12.422 -21.567 25.016
H 12.044 -19.595 25.455
H 11.802 -20.637 26.752
H 13.845 -20.924 27.505
H 14.013 -19.259 26.819
H 15.645 -20.293 26.260
H 11.466 -21.617 24.941


60
Properties=species:S:1:pos:R:3 method="wB97M-V/def2-TZVPD" lumo_ev=0.489 gap_ha=0.2801
W 0.352 0.199 0.124
O -0.849 -2.426 2.533
S -0.269 -1.112 2.478
O 0.072 -0.499 3.727
O 0.978 -1.148 1.517
O -1.123 -0.155 1.593
C -1.889 2.195 -0.728
N -1.034 1.236 -1.465
C -0.301 2.003 -2.493
C -1.919 0.255 -2.141
C -1.280 -1.106 -2.240
N -0.999 -1.629 -0.891
C -0.213 -2.878 -0.994
C -2.273 -1.990 -0.223
H -2.649 2.614 -1.397
H -1.261 2.994 -0.352
H -2.363 1.695 0.114
H -1.000 2.648 -3.036
H 0.187 1.322 -3.182
H 0.461 2.610 -2.010
H -2.175 0.617 -3.141
H -2.846 0.189 -1.575
H -0.341 -1.052 -2.796
H -1.956 -1.782 -2.781
H -0.824 -3.662 -1.453
H 0.078 -3.193 0.007
H 0.669 -2.709 -1.605
H -2.809 -2.704 -0.858
H -2.886 -1.112 -0.047
H -2.058 -2.438 0.742
C 3.221 -0.010 -3.806
O 2.138 0.221 -2.893
P 2.227 -0.167 -1.334
O 2.635 -1.712 -1.557
C 3.148 -2.462 -0.443
O 3.673 0.428 -0.970
C 4.056 1.201 0.161
H 4.181 0.107 -3.309
H 3.127 0.725 -4.602
H 3.141 -1.015 -4.218
H 3.000 -3.514 -0.673
H 2.632 -2.213 0.483
H 4.215 -2.262 -0.338
H 3.216 1.770 0.538
H 4.851 1.869 -0.166
H 4.428 0.541 0.945
C -0.295 3.154 2.322
C 1.053 2.869 1.659
C 2.051 2.476 2.755
C 1.547 4.106 0.914
N 0.902 1.749 0.727
H -0.130 3.787 3.195
H -0.766 2.228 2.654
H -0.975 3.678 1.650
H 2.103 3.271 3.502
H 3.052 2.329 2.351
H 1.731 1.557 3.248
H 1.640 4.946 1.604
H 0.850 4.387 0.121
H 2.524 3.928 0.460


58
Properties=species:S:1:pos:R:3 method="wB97M-V/def2-TZVPD" multiplicity=7 charge=+2 lumo_ev="-8.816 / -8.815" s_squared=12.70 gap_ha="0.2033 / 0.2011"
C -1.375 -0.022 -4.236
I -2.587 -0.085 -2.328
H -0.284 0.069 -4.090
H -1.790 0.840 -4.775
H -1.639 -0.960 -4.742
Tb -0.751 -0.094 -0.073
P -0.165 2.768 -0.281
C -1.420 4.099 -0.294
C 1.140 3.555 0.748
H 1.231 4.617 0.479
H 0.749 4.090 -2.127
H 2.087 3.039 0.547
H 1.546 2.484 -1.983
H -1.913 4.145 0.685
H 0.917 3.461 1.815
C 0.585 3.019 -1.945
H -0.947 5.069 -0.513
H -0.076 2.609 -2.725
H -2.175 3.875 -1.059
P -0.052 -2.944 0.023
C -1.330 -4.239 0.181
C 0.887 -3.566 -1.416
H 2.035 -3.027 1.258
H 1.120 -4.574 1.394
H 0.636 -3.139 2.346
C 1.047 -3.479 1.389
H 1.841 -3.027 -1.468
H 1.063 -4.646 -1.324
H -0.829 -5.200 0.342
H -1.925 -4.271 -0.736
H 0.318 -3.362 -2.332
H -1.989 -4.011 1.024
Cl 1.818 -0.174 0.151
C -1.264 3.099 5.711
C -1.003 3.185 4.238
O 0.034 2.175 3.868
P -0.347 0.847 3.011
O -1.122 -0.100 4.062
C -0.676 -0.485 5.409
C 0.639 -1.223 5.373
O -2.190 -0.794 1.197
C -3.462 -0.986 1.748
C -3.481 -2.069 2.803
H -1.818 2.182 5.938
H -1.883 3.942 6.030
H -0.334 3.121 6.286
H -1.907 2.966 3.657
H -0.583 4.142 3.929
H -0.609 0.424 6.022
H -1.480 -1.113 5.794
H 0.551 -2.151 4.793
H 1.430 -0.593 4.940
H 0.930 -1.492 6.392
H -3.785 -0.038 2.187
H -4.158 -1.247 0.938
H -2.777 -1.815 3.596
H -4.481 -2.164 3.226
H -3.189 -3.029 2.382


63
Properties=species:S:1:pos:R:3 method="wB97M-V/def2-TZVPD" charge=-1 lumo_ev=1.886 gap_ha=0.2019
C -1.094 -2.171 0.182
Si -2.562 -1.990 1.413
C -3.921 -3.259 0.885
C -2.029 -2.504 3.231
Si -3.345 0.122 1.560
C -2.015 1.261 2.348
C -0.460 0.960 1.814
C 0.618 2.052 2.450
C 2.190 1.721 2.032
C 2.576 2.227 0.513
N 2.338 1.118 -0.528
O -4.077 0.692 0.080
Si -3.207 2.009 -0.674
C -3.764 2.020 -2.558
N -3.010 1.016 -3.403
P -3.855 4.006 0.104
N -5.057 3.791 1.436
O -2.465 4.877 0.763
H -0.393 -1.239 0.092
H -0.403 -3.081 0.529
H -1.503 -2.496 -0.886
H -3.572 -4.368 1.118
H -4.914 -3.050 1.480
H -4.112 -3.206 -0.271
H -3.030 -2.825 3.786
H -1.234 -3.363 3.202
H -1.666 -1.512 3.738
H -4.444 0.023 2.555
H -2.275 2.418 2.338
H -1.978 0.975 3.507
H -0.165 -0.085 2.309
H -0.383 0.868 0.650
H 0.566 1.950 3.631
H 0.363 3.125 2.058
H 2.470 0.589 2.242
H 2.856 2.374 2.776
H 1.996 3.225 0.209
H 3.754 2.411 0.492
H 3.093 1.178 -1.265
H 1.448 1.406 -1.030
H -1.759 1.879 -0.702
H -3.578 3.119 -2.954
H -4.939 1.852 -2.588
H -2.122 1.438 -3.758
H -2.858 0.105 -2.918
H -5.685 3.023 1.108
H -4.498 3.527 2.277
H -1.622 4.349 0.612
C 6.137 -2.043 -3.666
C 5.829 -1.011 -2.599
O 4.457 -0.975 -2.225
C 3.956 -1.958 -1.275
O 4.711 -1.984 -0.181
C 3.711 -3.384 -1.912
F 3.220 -3.274 -3.181
F 2.769 -4.086 -1.219
F 4.806 -4.176 -1.991
H 5.343 -2.087 -4.418
H 7.083 -1.807 -4.161
H 6.246 -3.039 -3.234
H 6.035 -0.026 -3.032
H 6.501 -1.106 -1.741
H 2.923 -1.603 -1.151


Quick rundown of molecular weight, same order as above: 339.445 584.548 573.431 276.214 774.933 591.310 654.632 470.674 g mol⁻¹